1.
The following is a DFT calculation (ωB97M-V/def2-TZVPD) of 7 unconnected molecules or ions with the total composition C46H102BN2O11S2 in a non-equilibrium geometry.

Summary:
spin multiplicity	1
LUMO level	-3.9	eV
calculated total energy	-97194.95321	eV
total charge	+1
E_HOMO	-10.61	eV
Kohn-Sham gap	0.24671	Ha
relative energy (zero: lowest compared OMol25 entry of this formula, charge and spin)	387.4	kJ/mol

Each line ends with the Löwdin charge.
Element x y z (Å)
C -0.352 5.118 -0.804  -0.07
C 0.069 3.588 -1.074  -0.25
O -0.248 2.720 0.036  -0.19
C 0.708 1.621 0.088  -0.16
C 0.431 0.920 1.518  -0.04
C 1.398 -0.316 1.806  -0.22
B 0.845 -1.502 0.791  -0.50
O 1.523 -1.852 -0.446  0.11
O -0.362 -2.205 1.179  0.00
C -1.293 -1.940 0.074  -0.21
C -2.722 -1.478 0.620  -0.05
C 2.970 -0.180 1.593  -0.15
C 3.622 1.185 2.114  -0.15
C 4.992 1.037 2.914  -0.23
C 5.068 2.339 3.879  -0.47
S 5.411 3.828 2.838  0.86
C 3.792 4.645 2.385  -1.05
S 3.734 5.355 0.881  0.65
N 2.713 4.568 3.364  -0.20
C 3.269 5.171 4.631  -0.24
C 4.033 6.583 4.374  -0.09
C 1.474 5.259 2.919  -0.25
C 0.278 4.721 3.880  -0.08
C 3.384 -1.572 2.241  0.12
N 2.448 -2.005 3.082  0.14
C 1.295 -1.032 3.218  -0.16
C 1.760 -0.215 4.542  -0.12
C 0.835 1.041 4.877  -0.16
C 0.791 1.235 6.482  -0.08
C -0.608 0.853 7.113  -0.41
O -1.683 0.776 6.510  0.07
O -0.591 0.590 8.510  0.05
H 0.497 5.752 -1.231  0.08
H -0.491 5.361 0.295  0.07
H -1.331 5.368 -1.336  0.08
H -0.536 3.238 -1.980  0.13
H 1.179 3.570 -1.348  0.12
H 1.770 2.060 0.059  0.13
H 0.497 0.934 -0.792  0.13
H 0.545 1.752 2.284  0.10
H -0.644 0.529 1.473  0.13
H 1.566 -1.002 -0.949  0.10
H -0.933 -1.118 -0.630  0.12
H -1.431 -2.930 -0.471  0.13
H -3.362 -1.246 -0.302  0.09
H -3.208 -2.236 1.306  0.09
H -2.555 -0.508 1.195  0.07
H 3.226 -0.160 0.476  0.14
H 3.791 1.859 1.207  0.11
H 2.825 1.718 2.745  0.10
H 5.908 1.098 2.247  0.11
H 5.024 0.140 3.619  0.11
H 5.915 2.203 4.621  0.09
H 4.102 2.399 4.479  0.07
H 2.445 5.429 5.386  0.12
H 3.950 4.438 5.190  0.10
H 5.134 6.362 4.235  0.06
H 3.940 7.200 5.332  0.09
H 3.578 7.144 3.501  0.07
H 1.144 4.999 1.866  0.08
H 1.527 6.390 3.105  0.13
H -0.552 5.493 4.000  0.09
H 0.648 4.386 4.897  0.05
H -0.124 3.776 3.366  0.06
H 4.337 -2.151 2.022  0.18
H 2.447 -2.887 3.619  0.20
H 0.288 -1.434 3.540  0.18
H 2.838 0.155 4.468  0.11
H 1.763 -0.979 5.400  0.13
H -0.212 0.971 4.427  0.12
H 1.274 2.024 4.475  0.09
H 1.568 0.539 6.949  0.12
H 1.128 2.291 6.778  0.13
H -1.518 0.421 8.781  0.12
C 4.238 -1.262 -4.269  -0.07
C 3.485 -0.048 -3.755  -0.26
O 3.680 0.192 -2.365  -0.19
C 5.008 0.464 -1.946  -0.28
C 5.600 1.714 -2.572  -0.07
H 4.013 -2.142 -3.661  0.08
H 3.964 -1.468 -5.306  0.08
H 5.319 -1.108 -4.234  0.07
H 2.413 -0.219 -3.889  0.11
H 3.732 0.846 -4.335  0.11
H 5.650 -0.405 -2.121  0.11
H 4.963 0.602 -0.861  0.10
H 5.745 1.593 -3.648  0.07
H 6.571 1.940 -2.128  0.08
H 4.936 2.570 -2.427  0.08
C -0.050 -3.601 -6.264  -0.07
C -0.066 -2.484 -5.237  -0.28
O 0.337 -1.224 -5.759  -0.18
C -0.463 -0.686 -6.801  -0.28
C -1.901 -0.423 -6.388  -0.08
H 0.921 -3.655 -6.762  0.08
H -0.256 -4.561 -5.785  0.06
H -0.805 -3.446 -7.038  0.07
H 0.645 -2.728 -4.443  0.11
H -1.048 -2.400 -4.760  0.10
H -0.419 -1.330 -7.686  0.11
H -0.001 0.263 -7.085  0.12
H -2.433 -1.353 -6.174  0.07
H -2.439 0.095 -7.184  0.08
H -1.935 0.187 -5.481  0.08
C 8.633 9.769 4.237  -0.08
C 7.120 9.823 4.356  -0.28
O 6.607 9.025 5.413  -0.18
C 7.027 9.369 6.726  -0.28
C 6.618 10.770 7.146  -0.08
H 8.980 8.734 4.179  0.08
H 8.965 10.304 3.344  0.08
H 9.120 10.229 5.101  0.07
H 6.682 9.430 3.435  0.12
H 6.768 10.855 4.452  0.11
H 8.108 9.226 6.830  0.11
H 6.553 8.649 7.398  0.12
H 7.132 11.532 6.556  0.07
H 6.861 10.940 8.197  0.08
H 5.544 10.917 7.002  0.08
C -7.766 -1.054 -0.829  -0.08
C -6.635 -1.605 -1.679  -0.28
O -5.917 -2.659 -1.053  -0.18
C -6.659 -3.830 -0.739  -0.28
C -7.252 -4.517 -1.957  -0.08
H -7.402 -0.773 0.163  0.08
H -8.209 -0.176 -1.305  0.08
H -8.559 -1.792 -0.689  0.07
H -5.911 -0.806 -1.860  0.11
H -6.999 -1.922 -2.662  0.11
H -7.433 -3.603 0.001  0.11
H -5.959 -4.516 -0.255  0.11
H -8.022 -3.902 -2.428  0.07
H -7.710 -5.467 -1.675  0.07
H -6.480 -4.704 -2.707  0.08
C -1.245 -8.804 -4.216  -0.08
C -0.218 -7.766 -3.799  -0.28
O -0.678 -6.429 -3.935  -0.18
C -1.809 -6.066 -3.156  -0.28
C -1.576 -6.180 -1.659  -0.08
H -1.619 -8.596 -5.222  0.08
H -0.805 -9.804 -4.203  0.08
H -2.106 -8.810 -3.544  0.07
H 0.655 -7.857 -4.449  0.12
H 0.133 -7.947 -2.778  0.11
H -2.685 -6.646 -3.464  0.11
H -2.027 -5.023 -3.398  0.11
H -1.437 -7.220 -1.353  0.07
H -2.431 -5.782 -1.108  0.07
H -0.678 -5.631 -1.366  0.08
C -9.398 -8.890 -4.380  -0.08
C -9.864 -7.696 -3.566  -0.28
O -9.381 -6.454 -4.055  -0.18
C -9.775 -6.096 -5.371  -0.28
C -11.278 -5.948 -5.535  -0.08
H -8.310 -8.883 -4.487  0.08
H -9.701 -9.823 -3.899  0.08
H -9.824 -8.881 -5.387  0.07
H -9.481 -7.795 -2.548  0.11
H -10.956 -7.675 -3.486  0.11
H -9.367 -6.807 -6.098  0.11
H -9.303 -5.133 -5.582  0.12
H -11.790 -6.906 -5.417  0.07
H -11.518 -5.561 -6.528  0.08
H -11.682 -5.267 -4.782  0.08


2.
The following is a DFT calculation (ωB97M-V/def2-TZVPD) of 8 unconnected molecules or ions with the total composition C46H112F6N8O12S2 in a non-equilibrium geometry.

Summary:
spin multiplicity	1
LUMO level	-10.7	eV
calculated total energy	-123922.11147	eV
total charge	+6
E_HOMO	-20.06	eV
Kohn-Sham gap	0.34556	Ha
relative energy (zero: lowest compared OMol25 entry of this formula, charge and spin)	0.0	kJ/mol

Each line ends with the Löwdin charge.
Element x y z (Å)
C -1.421 -3.817 0.892  -0.01
C 0.030 -3.689 0.396  -0.30
C 0.653 -5.009 -0.060  -0.18
O 1.900 -4.735 -0.711  -0.21
C 2.374 -5.966 -1.296  -0.07
N 0.041 -2.723 -0.778  0.22
H 0.920 -2.515 -1.253  0.16
H -0.657 -3.046 -1.448  0.16
H -0.300 -1.773 -0.466  0.08
H -2.098 -3.931 0.047  0.09
H -1.617 -2.887 1.424  0.06
H -1.532 -4.635 1.600  0.10
H 0.658 -3.317 1.205  0.13
H -0.038 -5.431 -0.799  0.14
H 0.894 -5.675 0.769  0.14
H 1.649 -6.278 -2.053  0.10
H 2.547 -6.719 -0.531  0.09
H 3.264 -5.779 -1.894  0.09
C -5.608 -4.473 -3.184  -0.03
C -5.751 -3.590 -4.398  -0.28
C -4.885 -2.335 -4.414  -0.22
O -5.277 -1.494 -5.457  -0.18
C -4.355 -0.485 -5.846  -0.06
N -5.350 -4.420 -5.640  0.23
H -4.395 -4.766 -5.513  0.17
H -5.950 -5.233 -5.790  0.18
H -5.294 -3.836 -6.482  0.18
H -4.582 -4.553 -2.815  0.09
H -5.935 -5.494 -3.376  0.10
H -6.199 -4.012 -2.393  0.10
H -6.808 -3.403 -4.586  0.17
H -3.817 -2.554 -4.567  0.14
H -4.950 -1.840 -3.439  0.13
H -3.727 -0.247 -4.982  0.09
H -4.916 0.394 -6.156  0.10
H -3.751 -0.816 -6.694  0.10
C -0.138 7.225 -0.472  -0.09
C -0.731 6.361 0.601  -0.23
C 0.047 6.633 1.918  -0.11
N -0.563 6.032 3.175  -0.25
C 0.293 6.490 4.357  -0.08
C 0.066 7.974 4.689  -0.17
C -1.375 8.290 4.934  -0.18
C -2.153 7.936 3.668  -0.16
C -2.008 6.473 3.330  -0.12
C -0.485 4.510 3.181  0.02
H -0.629 7.080 -1.436  0.08
H 0.931 7.056 -0.623  0.08
H -0.259 8.290 -0.268  0.09
H -0.614 5.285 0.462  0.11
H -1.789 6.615 0.681  0.09
H 0.155 7.687 2.143  0.12
H 0.990 6.119 1.736  0.14
H 1.332 6.300 4.098  0.14
H 0.033 5.883 5.223  0.14
H 0.434 8.608 3.872  0.12
H 0.737 8.389 5.445  0.14
H -1.524 9.307 5.296  0.13
H -1.826 7.706 5.745  0.13
H -1.906 8.583 2.822  0.13
H -3.213 8.140 3.842  0.13
H -2.664 6.124 2.530  0.12
H -2.461 5.869 4.125  0.14
H -1.209 4.141 2.463  0.10
H -0.763 4.194 4.184  0.11
H 0.555 4.252 3.007  0.11
C 3.228 3.758 -1.414  -0.07
C 3.490 2.768 -2.572  -0.21
C 4.804 1.981 -2.473  -0.12
N 5.145 1.218 -3.742  -0.26
C 6.552 0.658 -3.579  -0.10
C 7.694 1.668 -3.823  -0.14
C 7.441 2.544 -5.051  -0.18
C 6.023 3.112 -5.179  -0.13
C 5.050 1.955 -5.079  -0.11
C 4.109 0.128 -3.895  0.00
H 2.327 4.293 -1.706  0.08
H 4.102 4.354 -1.165  0.08
H 2.953 3.252 -0.485  0.06
H 3.535 3.343 -3.497  0.11
H 2.717 2.002 -2.636  0.09
H 4.781 1.289 -1.632  0.14
H 5.628 2.682 -2.338  0.13
H 6.547 -0.049 -2.753  0.13
H 6.626 0.018 -4.467  0.13
H 7.864 2.278 -2.935  0.12
H 8.587 1.087 -4.044  0.13
H 8.184 3.341 -5.136  0.13
H 7.748 1.997 -5.951  0.13
H 5.910 3.838 -4.374  0.12
H 5.876 3.562 -6.159  0.14
H 4.026 2.279 -5.251  0.13
H 5.269 1.166 -5.798  0.15
H 3.818 -0.380 -2.977  0.10
H 4.505 -0.640 -4.559  0.11
H 3.250 0.605 -4.355  0.10
C -3.727 -1.692 3.484  -0.07
O -2.747 -2.631 3.896  -0.18
C -1.870 -2.121 4.866  -0.23
C -0.614 -2.934 5.014  -0.07
N -1.072 -4.300 5.450  0.06
H -1.447 -4.145 6.393  0.19
H -1.942 -4.574 4.970  0.16
C -0.132 -5.480 5.413  -0.07
C -0.885 -6.741 5.855  -0.21
O -1.958 -6.857 4.944  -0.21
C -2.813 -7.958 5.330  -0.05
H -3.260 -0.735 3.239  0.08
H -4.535 -1.619 4.215  0.11
H -4.259 -1.999 2.582  0.08
H -2.371 -1.900 5.819  0.15
H -1.597 -1.080 4.636  0.14
H 0.008 -2.558 5.822  0.15
H -0.128 -2.999 4.043  0.12
H 0.737 -5.288 6.037  0.14
H 0.185 -5.645 4.386  0.13
H -1.277 -6.670 6.873  0.14
H -0.156 -7.552 5.795  0.14
H -3.288 -8.357 4.441  0.10
H -3.497 -7.646 6.120  0.10
H -2.247 -8.766 5.802  0.10
C -6.056 2.449 -3.137  -0.09
O -6.675 3.451 -2.362  -0.22
C -7.292 2.937 -1.196  -0.18
C -7.937 4.018 -0.340  -0.05
N -7.025 5.195 -0.022  0.07
H -7.323 5.855 0.699  0.19
H -6.142 4.866 0.395  0.16
C -6.593 6.074 -1.186  -0.07
C -5.222 6.673 -0.848  -0.18
O -4.258 5.728 -0.416  -0.21
C -3.696 4.928 -1.448  -0.07
H -5.497 1.761 -2.496  0.08
H -5.432 2.897 -3.909  0.10
H -6.784 1.864 -3.712  0.10
H -6.636 2.299 -0.600  0.12
H -8.107 2.313 -1.571  0.14
H -8.168 3.642 0.655  0.14
H -8.828 4.444 -0.795  0.15
H -7.303 6.902 -1.151  0.15
H -6.686 5.581 -2.144  0.12
H -5.242 7.530 -0.174  0.14
H -4.845 7.152 -1.761  0.14
H -4.491 4.441 -2.014  0.07
H -3.091 4.116 -1.044  0.07
H -3.040 5.479 -2.125  0.10
C 6.840 -1.689 1.937  -0.08
O 6.363 -2.992 1.667  -0.19
C 6.266 -3.225 0.279  -0.21
C 6.079 -4.730 0.045  -0.07
N 6.955 -5.423 1.057  0.07
H 7.853 -4.939 1.021  0.19
H 6.559 -5.265 1.984  0.18
C 7.177 -6.908 0.881  -0.07
C 5.891 -7.744 0.930  -0.18
O 5.147 -7.601 -0.271  -0.24
C 5.444 -8.621 -1.245  -0.05
H 6.159 -0.875 1.660  0.09
H 7.813 -1.458 1.502  0.10
H 6.856 -1.540 3.017  0.10
H 7.223 -2.923 -0.167  0.13
H 5.457 -2.645 -0.173  0.13
H 6.400 -5.087 -0.928  0.15
H 5.031 -4.968 0.211  0.12
H 7.740 -7.196 1.770  0.15
H 7.730 -7.142 -0.025  0.14
H 5.285 -7.272 1.711  0.13
H 6.105 -8.788 1.154  0.14
H 5.278 -9.581 -0.749  0.10
H 6.500 -8.571 -1.515  0.09
H 4.764 -8.546 -2.086  0.09
C 1.521 -0.249 1.693  -0.68
F 0.894 -1.056 2.542  0.13
F 2.351 0.519 2.341  0.19
F 2.172 -1.045 0.836  0.11
S 0.369 0.839 0.655  0.67
O 0.027 1.915 1.576  -0.30
O 1.143 1.168 -0.539  -0.29
N -0.886 -0.243 0.292  -0.32
S -2.156 0.716 0.252  0.58
O -2.573 1.145 1.567  -0.30
O -2.106 1.760 -0.766  -0.30
C -3.570 -0.465 -0.349  -0.65
F -4.688 0.212 -0.255  0.17
F -3.371 -0.837 -1.621  0.11
F -3.557 -1.580 0.379  0.12


Which formula does entry 2 have? C46H112F6N8O12S2


Among the records above, which one has the lowest LUMO level? C46H112F6N8O12S2


Among the records above, which one has the lowest total charge? C46H102BN2O11S2